Below is 2 unconnected molecules or ions with the total composition C3H7NO2, with properties calculated with ωB97M-V/def2-TZVPD.

The calculation puts the energy above the lowest of the compared OMol25 structures with the same formula, charge and spin at 73.83 kcal per mole. The structure (SMILES) is C=CN.O=CO. As for the gap between HOMO and LUMO: 0.2972 hartree. Its spin multiplicity is 1.

XYZ file:
```
13
Properties=species:S:1:pos:R:3:forces:R:3:mulliken_charge:R:1
C -0.20729 -0.03820 -1.70388 1.12 1.01 0.12 -0.87
C 0.74922 -0.62856 -0.93902 -1.81 -0.75 0.16 0.06
N 1.60111 -1.60449 -1.42206 1.31 1.11 -0.03 -0.42
H -1.18223 0.20033 -1.31236 0.37 0.67 0.33 0.32
H 0.16227 0.54866 -2.55264 -0.55 -1.17 -0.70 0.24
H 0.73061 -0.56597 0.15398 -0.35 -0.62 -0.17 0.20
H 1.73896 -1.56935 -2.43089 -0.06 -0.10 0.21 0.26
H 2.47341 -1.64197 -0.90616 0.12 -0.21 -0.23 0.22
O -1.50468 0.50827 0.87839 0.40 -0.40 0.42 -0.37
C -1.19581 1.17722 1.80712 -1.40 1.66 -0.11 0.14
O -0.59374 0.79787 2.95732 0.11 -0.91 0.50 -0.45
H -1.47357 2.25734 1.88411 0.30 -0.28 -0.41 0.33
H -1.29825 0.55885 3.58608 0.44 -0.01 -0.09 0.34
```
Positions in Å, forces in eV/Å.